[1]
Computed, not measured: a 13-piece molecular cluster, C16H59N25O13 overall at a distorted geometry, with ωB97M-V/def2-TZVPD.

Kohn-Sham gap (alpha / beta): 8.91 / 4.58 eV
Calculated total energy: -81419.5867 eV
LUMO level (alpha / beta): -2.046 / -6.376 eV

Structure (ORCA input):
```
! RIJCOSX wB97M-V def2-TZVPD def2/J DEFGRID3
* xyz 1 2
C 4.39 -1.18 -1.91
O 3.25 -1.00 -1.52
N 4.73 -1.27 -3.18
N 5.34 -1.27 -1.08
H 5.71 -1.30 -3.43
H 4.05 -1.31 -3.93
H 6.27 -1.33 -1.45
H 5.18 -1.05 -0.10
C -2.94 -3.18 1.43
O -3.97 -2.94 2.05
N -2.15 -4.18 1.69
N -2.55 -2.46 0.47
H -2.41 -4.93 2.32
H -1.40 -4.45 1.07
H -1.64 -2.59 0.06
H -3.17 -1.71 0.20
C 0.32 0.50 0.59
O 0.56 0.99 1.66
N -0.83 0.36 -0.07
N 1.11 -0.38 0.05
H -1.01 -0.08 -0.95
H -1.54 1.02 0.22
H 2.08 -0.36 0.35
H 0.82 -0.83 -0.81
C 0.95 -1.86 3.85
O 1.07 -0.73 4.30
N 0.60 -2.21 2.60
N 1.29 -2.91 4.51
H 0.46 -3.20 2.42
H 0.31 -1.54 1.91
H 1.73 -2.83 5.41
H 1.03 -3.82 4.16
C 1.16 -1.98 -4.56
O 2.11 -2.11 -5.35
N 1.13 -1.19 -3.48
N -0.03 -2.48 -4.80
H 0.20 -1.06 -3.10
H 1.99 -0.75 -3.20
H -0.05 -3.09 -5.60
H -0.79 -2.53 -4.14
C -4.46 0.57 -0.70
O -3.93 -0.04 0.25
N -4.19 1.81 -0.92
N -5.54 0.08 -1.33
H -4.66 2.46 -1.54
H -3.50 2.21 -0.30
H -5.97 0.56 -2.11
H -5.83 -0.83 -1.01
C 4.13 0.35 2.21
O 5.32 0.51 2.15
N 3.30 1.30 2.47
N 3.54 -0.82 2.02
H 3.73 2.20 2.63
H 2.32 1.04 2.43
H 2.59 -0.86 2.37
H 4.03 -1.67 1.77
C -2.10 4.05 1.28
O -2.50 2.91 0.99
N -1.30 4.78 0.52
N -2.38 4.67 2.40
H -1.19 4.52 -0.45
H -0.96 5.64 0.92
H -3.24 4.37 2.84
H -2.23 5.65 2.54
C -2.95 -0.26 3.76
O -3.98 -0.98 3.98
N -2.45 -0.07 2.55
N -2.33 0.48 4.67
H -2.89 -0.46 1.72
H -1.71 0.59 2.41
H -2.62 0.32 5.62
H -1.52 1.03 4.45
C -2.62 -1.96 -2.93
O -1.63 -1.33 -2.58
N -3.47 -1.66 -3.85
N -2.99 -3.02 -2.33
H -3.42 -0.75 -4.28
H -4.30 -2.23 -3.88
H -3.91 -3.33 -2.59
H -2.52 -3.44 -1.54
C 0.68 -4.43 -1.11
O -0.19 -3.91 -0.52
N 1.62 -3.75 -1.80
N 0.85 -5.64 -1.38
H 2.15 -4.41 -2.35
H 1.67 -2.77 -2.04
H 0.29 -6.25 -0.80
H 0.98 -5.90 -2.35
C 1.03 2.61 5.46
O 1.07 3.50 6.26
N 0.14 2.34 4.56
N 1.93 1.69 5.37
H -0.61 3.00 4.38
H 0.44 1.61 3.94
H 1.87 0.95 4.69
H 2.80 1.76 5.89
C 1.94 3.53 -0.49
C 1.53 3.87 -1.91
C 0.71 2.70 -2.51
O 0.15 3.00 -3.82
C 1.09 3.26 -4.93
N 0.73 5.06 -1.94
H 2.58 2.66 -0.63
H 1.09 3.23 0.11
H 2.50 4.36 -0.05
H 2.46 3.86 -2.47
H -0.11 2.50 -1.82
H 1.13 1.70 -2.58
H 1.33 4.31 -4.72
H 0.60 3.34 -5.90
H 1.83 2.47 -5.06
H 0.95 5.62 -2.75
H -0.28 4.95 -1.98
*
```


[2]
Computed, not measured: a 16-piece molecular cluster, C16H64N32O16 overall at a distorted geometry, with ωB97M-V/def2-TZVPD.

Kohn-Sham gap: 8.08 eV
Calculated total energy: -98085.2876 eV
LUMO level: -0.452 eV
Relative energy (zero: lowest compared OMol25 entry of this formula, charge and spin): 773.01 kJ/mol

Structure (ORCA input):
```
! RIJCOSX wB97M-V def2-TZVPD def2/J DEFGRID3
* xyz 0 1
C -21.27 22.15 -1.28
O -22.12 21.25 -1.34
N -20.89 22.74 -2.36
N -20.75 22.62 -0.22
H -20.21 23.49 -2.42
H -21.42 22.42 -3.16
H -19.96 23.25 -0.24
H -20.90 22.11 0.64
C -25.49 20.96 -2.60
O -24.75 20.86 -3.54
N -26.76 20.89 -2.79
N -25.18 21.37 -1.42
H -27.38 21.41 -2.19
H -27.02 20.67 -3.74
H -25.76 21.24 -0.61
H -24.18 21.46 -1.32
C -17.22 21.35 -8.91
O -18.29 21.44 -9.52
N -16.04 20.83 -9.28
N -17.11 21.76 -7.66
H -15.34 20.94 -8.56
H -15.77 20.57 -10.22
H -16.34 21.59 -7.03
H -17.86 22.35 -7.32
C -17.70 20.06 -3.84
O -17.45 20.60 -4.92
N -16.78 19.60 -3.06
N -18.95 19.98 -3.35
H -15.82 19.64 -3.35
H -17.00 19.33 -2.11
H -19.71 20.45 -3.81
H -18.99 19.57 -2.42
C -23.00 21.24 -10.08
O -22.53 22.15 -10.75
N -23.16 20.04 -10.46
N -23.31 21.46 -8.80
H -22.98 19.75 -11.41
H -23.35 19.31 -9.80
H -23.85 20.72 -8.37
H -23.08 22.38 -8.46
C -19.09 25.24 -8.92
O -19.63 26.25 -8.57
N -17.76 25.05 -8.98
N -19.70 24.16 -9.28
H -17.20 25.82 -8.64
H -17.28 24.39 -9.57
H -19.12 23.34 -9.25
H -20.69 23.96 -9.20
C -20.49 18.49 -8.75
O -21.01 17.88 -9.63
N -19.41 18.24 -8.07
N -21.04 19.46 -8.21
H -18.96 17.40 -8.40
H -18.86 18.97 -7.65
H -21.74 20.05 -8.64
H -20.75 19.65 -7.26
C -23.61 25.12 -8.74
O -22.98 24.61 -7.87
N -23.69 24.72 -10.02
N -24.18 26.35 -8.61
H -24.35 25.04 -10.72
H -23.05 23.97 -10.24
H -24.56 26.88 -9.38
H -24.18 26.72 -7.67
C -20.88 26.81 -4.12
O -21.31 27.91 -3.76
N -19.90 26.24 -3.48
N -21.38 26.15 -5.11
H -19.43 26.73 -2.73
H -19.49 25.46 -3.99
H -22.21 26.52 -5.55
H -20.89 25.33 -5.44
C -20.10 16.74 -4.92
O -19.23 16.24 -4.24
N -20.74 16.27 -5.99
N -20.36 17.98 -4.83
H -20.99 17.03 -6.61
H -20.81 15.28 -6.19
H -19.80 18.45 -4.14
H -21.13 18.40 -5.33
C -26.11 25.35 -6.14
O -26.22 24.21 -6.56
N -26.62 26.36 -6.68
N -25.42 25.66 -5.12
H -26.36 27.27 -6.32
H -26.98 26.33 -7.62
H -24.86 24.92 -4.72
H -25.50 26.64 -4.92
C -23.73 17.73 -4.40
O -24.23 16.65 -4.63
N -23.38 18.27 -3.22
N -23.72 18.64 -5.28
H -23.76 19.16 -2.92
H -23.38 17.57 -2.50
H -23.97 18.56 -6.26
H -23.40 19.49 -4.85
C -17.47 24.30 -5.14
O -18.62 24.12 -5.60
N -16.69 23.35 -4.97
N -16.96 25.42 -4.53
H -17.03 22.47 -5.35
H -15.73 23.36 -4.65
H -16.07 25.38 -4.07
H -17.57 26.23 -4.52
C -26.61 21.36 -8.24
O -27.14 20.42 -8.83
N -26.08 21.22 -7.01
N -26.23 22.49 -8.73
H -26.03 22.04 -6.42
H -26.30 20.35 -6.54
H -26.34 22.69 -9.72
H -25.93 23.11 -8.00
C -22.13 22.05 -5.61
O -21.57 21.21 -4.94
N -23.45 22.30 -5.69
N -21.36 22.72 -6.43
H -23.98 21.97 -4.90
H -23.66 23.10 -6.26
H -20.36 22.66 -6.28
H -21.74 23.49 -6.96
C -24.26 25.32 -2.12
O -25.43 25.14 -1.87
N -23.67 26.49 -1.90
N -23.40 24.43 -2.57
H -24.37 27.14 -1.59
H -22.85 26.88 -2.35
H -23.78 23.52 -2.80
H -22.41 24.60 -2.55
*
```


[3]
Computed, not measured: C16H6Cl5N4Pt as an isolated structure at a distorted geometry, with ωB97M-V/def2-TZVPD.

Kohn-Sham gap (alpha / beta): 5.10 / 5.05 eV
Calculated total energy: -88496.0183 eV
LUMO level (alpha / beta): -7.091 / -7.172 eV

Structure (ORCA input):
```
! RIJCOSX wB97M-V def2-TZVPD def2/J DEFGRID3
* xyz 1 1
Pt -0.96 -0.47 0.51
Cl 2.41 -0.81 0.07
C 1.41 -1.13 -1.30
C 0.04 -1.06 -1.13
C -0.78 -1.50 -2.16
Cl -2.47 -1.46 -1.81
C -0.27 -1.94 -3.38
Cl -1.31 -2.46 -4.62
C 1.12 -1.93 -3.56
Cl 1.79 -2.42 -5.05
C 1.97 -1.53 -2.51
Cl 3.66 -1.55 -2.71
N -1.70 -1.05 2.25
C -1.91 -1.94 3.04
N -2.11 -2.74 3.92
C -2.57 -3.86 4.38
N -2.99 -4.84 4.83
C -2.23 1.63 0.19
C -0.88 1.92 0.41
C 0.00 2.26 -0.67
C 1.32 2.54 -0.44
C 1.83 2.47 0.87
C 1.00 2.16 1.96
C -0.33 1.90 1.75
C 3.22 2.69 1.09
N 4.35 2.82 1.25
H -2.65 1.75 -0.80
H -2.92 1.55 1.02
H -0.41 2.33 -1.67
H 1.97 2.80 -1.26
H 1.41 2.14 2.96
H -0.99 1.74 2.59
*
```


[4]
Computed, not measured: a 28-piece molecular cluster, C16H79BI2NO34P overall at a distorted geometry, with ωB97M-V/def2-TZVPD.

Kohn-Sham gap: 7.46 eV
Calculated total energy: -115144.4209 eV
LUMO level: -0.024 eV

Structure (ORCA input):
```
! RIJCOSX wB97M-V def2-TZVPD def2/J DEFGRID3
* xyz 0 1
C 1.80 3.27 2.48
C 0.76 2.68 2.44
C -0.46 1.84 2.27
C -1.54 2.38 3.23
N -1.40 3.85 3.27
O -0.82 1.97 0.89
C -0.88 0.74 0.20
C -1.85 -0.28 0.80
I -1.22 -1.78 2.20
C -3.14 -0.29 0.47
C -3.86 0.68 -0.44
I -4.45 -1.77 1.32
C 0.55 0.17 -0.15
O 1.26 -0.25 1.01
C 2.30 -1.16 0.81
C 3.20 -1.06 2.06
C 4.36 -2.03 1.98
O 5.23 -2.00 2.80
O 4.38 -2.98 0.94
C 5.58 -2.79 0.21
C 5.45 -1.81 -0.93
O 6.56 -3.39 0.50
B 1.35 1.43 -0.75
O 2.57 1.84 -0.23
O 0.79 2.16 -1.81
P 0.50 -1.07 -1.58
C -0.47 -0.43 -2.98
C -0.22 -2.70 -1.10
H 2.84 3.51 2.56
H -0.15 0.84 2.58
H -2.54 2.09 2.90
H -1.34 2.05 4.25
H -1.55 4.23 2.34
H -2.06 4.25 3.93
H -1.30 0.99 -0.78
H -4.67 0.13 -0.92
H -3.28 1.11 -1.25
H -4.37 1.44 0.16
H 2.93 -0.94 -0.05
H 1.97 -2.21 0.73
H 3.67 -0.07 2.00
H 2.65 -1.16 2.99
H 6.31 -1.78 -1.58
H 4.54 -2.06 -1.48
H 5.27 -0.83 -0.48
H 3.13 2.04 -1.00
H 0.16 2.80 -1.45
H -0.62 -1.19 -3.74
H 0.00 0.44 -3.43
H -1.47 -0.13 -2.62
H 0.10 -3.44 -1.84
H -1.31 -2.73 -1.08
H 0.11 -3.07 -0.13
O -5.46 1.39 3.56
H -5.35 0.63 2.99
H -5.33 1.06 4.46
O -6.24 3.44 1.82
H -6.19 2.80 2.54
H -5.96 4.27 2.22
O -2.79 1.63 -3.25
H -2.22 1.73 -4.03
H -3.64 1.98 -3.55
O -5.08 4.21 -1.26
H -4.39 4.84 -1.05
H -5.36 3.86 -0.40
O -2.64 0.49 5.75
H -2.91 0.89 6.59
H -1.69 0.36 5.86
O 4.95 -1.79 -3.95
H 4.67 -2.66 -4.25
H 5.36 -1.39 -4.73
O 8.36 -5.08 2.52
H 7.88 -4.42 2.02
H 8.61 -5.73 1.87
O 1.95 4.90 -0.59
H 1.96 3.93 -0.49
H 2.13 5.04 -1.52
O 1.12 -3.46 3.60
H 1.67 -3.63 2.83
H 1.62 -3.86 4.33
O -1.77 0.67 -5.69
H -2.44 -0.03 -5.62
H -1.40 0.56 -6.57
O -7.56 -1.02 -0.41
H -7.78 -0.53 0.39
H -6.63 -1.25 -0.29
O 1.98 -5.87 4.58
H 2.15 -6.62 4.00
H 2.12 -6.23 5.47
O 0.43 4.30 -4.22
H 0.44 3.64 -3.51
H 0.63 5.12 -3.77
O -4.79 2.64 -5.49
H -4.23 2.73 -6.26
H -5.64 2.99 -5.78
O -1.30 0.54 8.12
H -1.62 -0.10 8.76
H -0.60 1.02 8.59
O 0.55 0.00 5.70
H 0.71 -0.75 5.11
H 0.68 -0.35 6.58
O 5.93 -0.90 -6.73
H 5.42 -0.25 -7.22
H 6.16 -1.56 -7.39
O -3.76 -5.21 0.49
H -4.48 -5.76 0.83
H -3.88 -4.36 0.94
O -0.82 -5.99 1.86
H -0.28 -5.91 1.07
H -1.70 -5.69 1.57
O -5.87 2.34 6.19
H -6.65 2.89 6.23
H -5.14 2.96 6.09
O 9.90 -4.80 0.33
H 9.14 -4.21 0.34
H 10.65 -4.20 0.26
O 4.89 3.65 3.53
H 5.44 3.53 2.75
H 5.39 3.25 4.24
O 2.64 0.08 -4.96
H 2.45 0.59 -4.17
H 3.57 -0.17 -4.86
O -2.91 -4.04 4.43
H -3.14 -3.57 5.23
H -1.96 -4.22 4.52
O -4.44 4.32 -7.99
H -5.23 4.87 -7.93
H -3.71 4.95 -8.00
O -7.27 4.40 -6.62
H -7.99 3.83 -6.33
H -7.38 5.20 -6.11
O 6.68 -2.07 -9.27
H 7.57 -1.75 -9.42
H 6.48 -2.62 -10.03
*
```


[5]
Computed, not measured: C16H8Cl5ORbS6 as an isolated structure, with ωB97M-V/def2-TZVPD.

Kohn-Sham gap: 4.08 eV
Calculated total energy: -147049.9498 eV
LUMO level: 3.586 eV
Relative energy (zero: lowest compared OMol25 entry of this formula, charge and spin): 11.36 kJ/mol

Structure (ORCA input):
```
! RIJCOSX wB97M-V def2-TZVPD def2/J DEFGRID3
* xyz -2 1
Rb 1.05 -1.04 -1.52
Cl 4.37 0.32 -1.46
C 3.59 1.92 -1.43
C 2.21 1.96 -1.42
C 1.69 3.24 -1.39
Cl -0.07 3.41 -1.36
C 2.45 4.41 -1.39
Cl 1.72 5.98 -1.37
C 3.84 4.30 -1.41
Cl 4.83 5.72 -1.40
C 4.42 3.03 -1.42
Cl 6.16 2.89 -1.43
S -4.83 -6.83 -1.41
C -3.70 -5.63 -1.74
S -2.08 -5.91 -2.19
C -1.47 -4.26 -2.26
C -2.41 -3.31 -2.00
S -2.25 -1.58 -1.94
S -4.00 -3.95 -1.64
S 0.22 -4.08 -2.65
C 1.29 -0.40 3.37
S 1.16 -0.41 1.57
O 1.36 -1.83 1.16
C -0.59 -0.06 1.51
C -0.99 1.28 1.55
C -2.34 1.57 1.52
C -3.27 0.54 1.43
C -2.86 -0.78 1.34
C -1.50 -1.09 1.39
H 0.60 -1.15 3.76
H 1.04 0.60 3.73
H 2.32 -0.65 3.62
H -0.25 2.07 1.56
H -2.67 2.60 1.53
H -4.33 0.77 1.36
H -3.57 -1.57 1.18
H -1.15 -2.11 1.27
*
```


[6]
Computed, not measured: C16H8F3N2O2PdSSe as an isolated structure, with ωB97M-V/def2-TZVPD.

Kohn-Sham gap (alpha / beta): 7.45 / 5.15 eV
Calculated total energy: -111600.7830 eV
LUMO level (alpha / beta): -4.539 / -7.458 eV
Relative energy (zero: lowest compared OMol25 entry of this formula, charge and spin): 0.00 kJ/mol

Structure (ORCA input):
```
! RIJCOSX wB97M-V def2-TZVPD def2/J DEFGRID3
* xyz 1 5
Pd 0.49 -0.02 0.31
S -3.12 2.85 0.53
C -3.84 1.29 0.58
C -5.19 0.96 0.68
C -5.51 -0.39 0.70
C -4.52 -1.40 0.62
C -3.20 -1.09 0.52
C -2.84 0.28 0.50
N -1.59 0.77 0.41
C -1.56 2.11 0.41
C -0.33 2.81 0.31
C -0.28 4.22 0.35
C 0.92 4.85 0.28
C 2.10 4.08 0.15
C 2.07 2.70 0.10
C 0.86 2.02 0.17
H -5.95 1.72 0.74
H -6.55 -0.68 0.78
H -4.84 -2.43 0.65
H -2.42 -1.84 0.49
H -1.20 4.79 0.46
H 0.99 5.93 0.31
H 3.05 4.59 0.10
H 2.99 2.15 0.01
F -0.29 -1.27 4.80
C -0.39 -2.11 3.77
F -1.65 -2.58 3.73
F 0.44 -3.14 3.97
C -0.06 -1.42 2.43
O -0.32 -2.03 1.38
O 0.46 -0.28 2.47
Se 1.44 -2.00 -1.17
C 2.73 -0.95 -0.43
N 3.51 -0.22 0.03
*
```